Density functional theory data (ωB97M-V with the def2-TZVPD basis set) for 5 unconnected molecules or ions with the total composition H10O5.

The LUMO energy is -0.1 eV. Its HOMO-LUMO gap is 10.6 eV. As for the spin multiplicity: 1. For the energy relative to the best compared isomer or geometry (same formula, charge and spin), the calculation gives 1.0303 eV.

Structure (XYZ):
```
15
Properties=species:S:1:pos:R:3:forces:R:3
O 2.21781 -0.26293 -3.21214 -0.0637 0.0793 -0.0834
H 1.54013 -0.00431 -2.57495 -0.0048 -0.1329 0.1886
H 2.89995 0.40735 -3.12179 0.0331 0.0045 0.0168
O -1.21954 -3.23305 1.54985 0.0514 0.0165 0.0391
H -1.56873 -2.39329 1.22726 -0.0436 -0.1314 -0.1423
H -1.48711 -3.29555 2.47021 -0.0265 -0.0367 0.0204
O 0.45173 0.28883 -0.62522 0.0342 -0.0300 -0.0077
H -0.30302 -0.13862 -0.20027 -0.0511 0.0323 -0.1401
H 0.22991 1.22573 -0.65529 0.0887 0.0623 -0.0144
O -2.03911 -0.46841 0.80271 0.0082 -0.0709 0.2141
H -1.93588 -0.46775 1.76072 0.0116 0.1983 0.0272
H -2.93492 -0.15353 0.64584 -0.0262 -0.0267 -0.1017
O 1.58225 2.80785 0.31232 -0.1668 0.0721 -0.0617
H 1.42024 2.10257 0.94722 0.1072 -0.0739 -0.0043
H 1.14629 3.58511 0.67354 0.0484 0.0371 0.0492
```
Forces are in eV/Å.